No. 1
{
  "formula": "C28H28InN2Si",
  "method": "ωB97M-V/def2-TZVPD",
  "species": ["C", "C", "C", "H", "C", "C", "H", "H", "H", "H", "In", "C", "H", "H", "H", "Si", "C", "C", "H", "C", "H", "C", "H", "C", "H", "C", "H", "C", "C", "H", "C", "H", "C", "H", "C", "H", "C", "H", "H", "H", "C", "C", "C", "C", "N", "C", "C", "C", "C", "C", "C", "N", "H", "H", "H", "H", "H", "H", "H", "H"],
  "coordinates": [[1.09353, 2.07515, 0.24083], [0.13361, 2.22363, -0.82584], [-1.18250, 2.03480, -0.26698], [0.35637, 2.42843, -1.87423], [-1.03970, 1.79239, 1.14333], [0.36383, 1.81448, 1.45761], [0.79141, 1.70086, 2.44844], [2.17690, 2.17153, 0.14756], [-2.12113, 2.06820, -0.81775], [-1.85462, 1.64183, 1.84842], [0.03991, -0.50472, -0.22638], [-1.48990, -3.79810, -5.42476], [-2.19739, -3.81652, -4.59522], [-1.77913, -3.02956, -6.14529], [-0.47972, -3.60867, -5.06213], [-0.09217, -0.97869, -2.65209], [1.63636, -0.89949, -3.28783], [2.39060, 0.29100, -3.29322], [2.00884, 1.21316, -2.82524], [3.62810, 0.26953, -3.93977], [4.21416, 1.18648, -3.97478], [4.10876, -0.90726, -4.53427], [5.08893, -0.91548, -5.02009], [3.33763, -2.08286, -4.49982], [3.70717, -2.99905, -4.95389], [2.09441, -2.09797, -3.87418], [1.46231, -3.00050, -3.84024], [-1.24913, 0.21028, -3.45419], [-0.81072, 0.70269, -4.69795], [0.17618, 0.41411, -5.08740], [-1.64159, 1.57065, -5.40308], [-1.29301, 1.96571, -6.35586], [-2.89944, 1.93265, -4.89659], [-3.54535, 2.61036, -5.46515], [-3.33044, 1.41228, -3.66406], [-4.31025, 1.68384, -3.26872], [-2.51587, 0.54695, -2.93300], [-2.85560, 0.14604, -1.96494], [-0.62560, -2.37221, -2.55282], [-1.50908, -4.77259, -5.92452], [-3.66802, -1.70994, 1.91790], [-3.13345, -2.32681, 3.06157], [-1.75068, -2.31552, 3.31208], [-0.89494, -1.68687, 2.38004], [-1.44740, -1.13505, 1.26838], [-2.77464, -1.07551, 1.03712], [0.57477, -1.65699, 2.48656], [1.31616, -2.27192, 3.51868], [2.72234, -2.23884, 3.45155], [3.38387, -1.59304, 2.39428], [2.60360, -0.97024, 1.40489], [1.25597, -1.06106, 1.46962], [-4.72134, -1.69186, 1.67450], [-3.79642, -2.81731, 3.76126], [-1.27589, -2.77700, 4.16422], [-3.09973, -0.56337, 0.12617], [0.75041, -2.75996, 4.29259], [3.29829, -2.72146, 4.22683], [4.46127, -1.54858, 2.29225], [3.01903, -0.44526, 0.54199]],
  "mol_weight_g_mol": 535.450,
  "energy_ha": -1672.6578,
  "homo_lumo_gap_ev": 5.747,
  "de_lowest_kj_mol": 0.00,
  "largest_force_ha_per_bohr": 0.0496,
  "total_charge": 1
}


No. 2
{
  "formula": "C28H28MoN6Si2",
  "method": "ωB97M-V/def2-TZVPD",
  "species": ["Mo", "C", "C", "N", "C", "C", "N", "C", "C", "C", "C", "C", "N", "C", "C", "N", "C", "C", "N", "C", "C", "C", "N", "C", "C", "H", "H", "H", "H", "H", "H", "H", "H", "H", "H", "H", "H", "C", "Si", "C", "C", "C", "C", "C", "C", "C", "Si", "C", "C", "H", "H", "H", "H", "H", "H", "H", "H", "H", "H", "H", "H", "H", "H", "H", "H"],
  "coordinates": [[-0.24611, 0.45295, -0.99396], [-4.08647, -1.78483, -0.95378], [-3.03662, -0.95105, -1.32253], [-1.96714, -0.80320, -0.52201], [-1.95327, -1.48818, 0.64134], [-3.01886, -2.31470, 0.97689], [-4.07147, -2.46038, 0.18535], [-0.75528, -1.26547, 1.46077], [-0.52912, -1.82302, 2.68420], [0.64543, -1.51058, 3.41458], [1.54328, -0.60708, 2.79148], [1.27506, -0.08879, 1.55872], [0.12700, -0.40111, 0.86805], [2.16422, 0.83330, 0.83573], [3.39956, 1.28522, 1.29480], [4.15223, 2.11595, 0.59132], [3.69774, 2.51884, -0.58722], [2.47139, 2.08713, -1.07617], [1.70782, 1.24565, -0.36391], [0.91079, -2.07683, 4.71577], [1.79081, -1.44878, 5.61218], [1.99784, -2.02916, 6.85244], [1.42447, -3.17199, 7.22172], [0.60080, -3.78207, 6.37307], [0.29743, -3.27345, 5.12102], [-4.94852, -1.90349, -1.60028], [-3.06289, -0.40771, -2.25473], [-3.02705, -2.87472, 1.90409], [-1.26743, -2.47857, 3.12119], [2.46658, -0.35425, 3.29054], [3.79403, 0.96920, 2.25278], [4.31601, 3.19919, -1.16208], [2.10601, 2.41746, -2.03934], [2.26812, -0.50378, 5.39124], [2.65060, -1.56105, 7.57914], [0.16584, -4.71493, 6.71049], [-0.35844, -3.83772, 4.47215], [0.60899, -2.53472, -2.53692], [1.05625, -0.75488, -2.62368], [2.51999, -0.23187, -3.57814], [-0.62124, 0.41547, -3.05876], [-0.83459, 0.05359, -4.40981], [-1.60104, 0.88885, -5.19292], [-2.22597, 2.03178, -4.64635], [-2.09096, 2.35017, -3.31274], [-1.24110, 1.54788, -2.51239], [-0.96436, 2.76482, -0.87313], [-0.06684, 4.29914, -1.28918], [-2.47035, 2.86186, 0.16663], [1.46827, -3.12842, -2.86275], [-0.22852, -2.74765, -3.20946], [0.32670, -2.85796, -1.53356], [2.52363, -0.79355, -4.52038], [3.42926, -0.53024, -3.04327], [2.56833, 0.83080, -3.80914], [-0.43948, -0.85754, -4.84795], [-1.76993, 0.64065, -6.23469], [-2.86213, 2.64075, -5.27875], [-2.65115, 3.19115, -2.91653], [-0.81305, 5.08705, -1.44720], [0.56196, 4.23730, -2.17610], [0.54027, 4.61961, -0.43529], [-3.23798, 3.41642, -0.38859], [-2.24213, 3.45062, 1.06118], [-2.88721, 1.90088, 0.46478]],
  "mol_weight_g_mol": 600.686,
  "energy_ha": -2057.9748,
  "homo_lumo_gap_ev": 4.243,
  "de_lowest_kj_mol": 0.00,
  "largest_force_ha_per_bohr": 0.0022,
  "total_charge": 4
}


No. 3
{
  "formula": "C28H28NO2",
  "method": "ωB97M-V/def2-TZVPD",
  "species": ["C", "N", "C", "C", "C", "C", "C", "C", "C", "C", "C", "C", "C", "H", "H", "H", "H", "H", "H", "H", "H", "H", "H", "H", "H", "H", "H", "H", "C", "O", "C", "C", "C", "C", "C", "O", "C", "C", "C", "C", "C", "C", "C", "C", "C", "C", "H", "H", "H", "H", "H", "H", "H", "H", "H", "H", "H", "H", "H"],
  "coordinates": [[-1.85695, 0.01535, 3.01956], [-0.52642, 0.34206, 2.54077], [0.52581, -0.45232, 2.79196], [1.87759, -0.25294, 2.41470], [2.53568, -1.62801, 2.38502], [1.54403, -2.56729, 3.11419], [0.27532, -1.77826, 3.46541], [-0.39902, 1.53888, 1.76087], [-0.02765, 2.72062, 2.40028], [0.13814, 3.88581, 1.64357], [-0.12576, 3.85691, 0.27097], [-0.58558, 2.69127, -0.35005], [-0.75030, 1.52477, 0.40762], [-2.53842, 0.83441, 2.74918], [-2.22754, -0.91165, 2.55627], [-1.86915, -0.09298, 4.11748], [2.11183, 0.44410, 1.59005], [2.67219, -1.91099, 1.31859], [3.53857, -1.63054, 2.83044], [1.29877, -3.36245, 2.40115], [1.98668, -3.03395, 3.99936], [0.13088, -1.67723, 4.56311], [-0.63962, -2.27200, 3.08334], [0.12396, 2.70535, 3.48494], [0.47521, 4.79068, 2.14405], [0.01510, 4.76484, -0.32024], [-0.81192, 2.67275, -1.41384], [-1.12426, 0.59558, -0.03454], [12.11670, 0.67890, 1.98165], [10.95828, 1.01327, 1.17913], [9.73955, 1.05905, 1.75666], [8.62017, 1.35995, 0.92131], [7.35201, 1.31665, 1.46025], [7.09940, 0.95503, 2.80499], [5.73888, 0.84535, 3.30011], [5.72873, 0.51905, 4.61215], [4.51206, 0.49949, 5.27919], [3.29136, 0.76103, 4.65571], [2.13681, 0.86211, 5.47633], [2.24761, 0.74604, 6.85662], [3.50232, 0.55517, 7.45218], [4.64499, 0.43544, 6.66664], [3.28367, 1.00220, 3.24168], [4.55995, 1.05868, 2.61079], [8.23833, 0.75735, 3.63647], [9.53347, 0.78186, 3.13483], [12.95448, 0.71662, 1.27647], [12.26524, 1.41328, 2.79101], [12.02396, -0.33245, 2.41172], [8.80881, 1.59134, -0.13097], [6.49607, 1.57226, 0.83278], [1.17084, 1.06089, 4.99203], [1.35149, 0.87011, 7.47069], [3.58055, 0.50483, 8.53629], [5.64636, 0.38888, 7.10893], [2.52088, 1.76997, 2.86853], [4.61400, 1.22756, 1.52272], [8.11270, 0.58060, 4.70418], [10.37975, 0.56605, 3.80419]],
  "mol_weight_g_mol": 410.537,
  "energy_ha": -1288.7039,
  "homo_lumo_gap_ev": 6.543,
  "de_lowest_kj_mol": 9.36,
  "largest_force_ha_per_bohr": 0.0619,
  "total_charge": 1
}


No. 4
{
  "formula": "C28H29BBaN6OSi",
  "method": "ωB97M-V/def2-TZVPD",
  "species": ["H", "N", "B", "N", "C", "Ba", "H", "C", "H", "C", "H", "C", "H", "H", "H", "N", "N", "N", "N", "C", "C", "H", "H", "C", "C", "C", "C", "H", "H", "H", "H", "H", "O", "Si", "C", "C", "C", "C", "C", "C", "C", "C", "C", "C", "C", "C", "C", "C", "C", "C", "C", "C", "H", "H", "H", "H", "H", "H", "H", "H", "H", "H", "H", "H", "H", "H", "H"],
  "coordinates": [[-2.64676, -1.06218, 0.84323], [-0.82252, -1.49760, -0.17552], [0.97459, -2.44283, -1.71295], [-0.47875, -2.44205, -1.12159], [-1.53614, -3.23474, -1.37993], [0.94267, 0.32256, 0.84835], [-1.45925, -4.04189, -2.09112], [-2.60900, -2.80060, -0.59184], [-3.59661, -3.21187, -0.54891], [-2.11876, -1.69865, 0.13731], [1.11249, -3.36868, -2.45476], [2.45739, 1.55547, 1.90359], [2.75218, 2.00619, 2.84597], [1.98717, 2.35381, 1.28257], [3.32480, 1.07696, 1.40960], [2.00353, -2.52399, -0.54204], [1.17655, -1.09793, -2.49708], [2.07099, -1.47745, 0.42984], [1.13967, 0.10959, -1.82553], [2.89274, -3.48154, -0.22832], [1.40832, -0.88130, -3.80897], [2.98935, -4.36350, -0.85136], [1.47316, -1.70611, -4.49738], [3.57128, -3.11746, 0.94168], [1.53116, 0.49821, -4.00644], [3.04365, -1.88212, 1.31113], [1.35354, 1.08094, -2.73917], [4.33871, -3.68436, 1.44129], [1.72058, 1.01039, -4.93115], [3.30266, -1.25524, 2.15597], [1.37250, 2.13313, -2.46246], [1.55389, 0.37177, 2.53235], [-0.97999, 1.90667, 0.87540], [-1.94334, 2.92111, 1.61678], [-2.51669, 4.26562, 0.45800], [-3.36733, 5.28830, 0.88799], [-3.76400, 6.29135, -0.00863], [-3.29779, 6.27203, -1.32711], [-2.44098, 5.24993, -1.75207], [-2.05373, 4.24238, -0.86032], [-3.47086, 2.02366, 2.24413], [-3.31672, 0.90910, 3.07901], [-4.43930, 0.19980, 3.52810], [-5.72018, 0.57332, 3.10592], [-5.87252, 1.65518, 2.23316], [-4.74907, 2.36890, 1.79191], [-1.13297, 3.82406, 3.06197], [-0.81663, 3.13520, 4.23887], [-0.21390, 3.80359, 5.31326], [0.08863, 5.16653, 5.21706], [-0.20036, 5.85263, 4.03300], [-0.79137, 5.17766, 2.95565], [-3.72168, 5.30667, 1.92224], [-4.43512, 7.07934, 0.33611], [-3.60144, 7.05334, -2.02737], [-2.06978, 5.22806, -2.77771], [-1.38842, 3.43637, -1.18006], [-2.31769, 0.57618, 3.37374], [-4.30349, -0.64591, 4.20379], [-6.59526, 0.02295, 3.45781], [-6.86407, 1.95178, 1.88842], [-4.87073, 3.18839, 1.08195], [-1.03664, 2.06880, 4.32505], [0.01573, 3.25680, 6.22863], [0.54365, 5.69129, 6.05927], [0.03074, 6.91389, 3.94080], [-0.98609, 5.71849, 2.02723]],
  "mol_weight_g_mol": 641.807,
  "energy_ha": -1827.9062,
  "homo_lumo_gap_ev": 6.731,
  "largest_force_ha_per_bohr": 0.2781
}